This record from the Open Molecules 2025 dataset describes an isolated ion of composition C3H6O5P and charge +1. The level of theory is ωB97M-V/def2-TZVPD.

```
15
Properties=species:S:1:pos:R:3:forces:R:3
C -1.9876 0.8297 -0.8796 -1.6890 0.1191 -1.2628
C -1.5436 -0.7168 1.1541 1.2320 2.0011 -0.6088
C -1.4132 0.4389 0.2044 3.3338 -0.4827 1.4562
O -0.6122 -1.1972 1.7350 -0.2570 -0.1999 0.0255
O 2.1666 -0.4189 1.1353 -2.5016 -1.3477 2.2968
O 0.6047 -0.8763 -0.9751 0.7570 -0.7776 -0.4670
O 2.4416 0.7740 -0.9444 -1.6532 -0.2940 -0.3533
O 0.1990 1.0444 0.4041 -3.0002 -0.1231 -0.0961
P 1.3302 0.1422 -0.0385 0.5026 -0.3457 -1.3814
H -1.4001 1.4622 -1.4921 0.3348 0.7852 -0.6327
H -3.0019 0.5735 -1.3044 1.1904 0.0488 1.0677
H -2.5683 -0.9585 1.1883 -1.4908 -1.2065 0.5283
H 1.4607 -0.7780 1.8428 2.0883 0.8434 -1.6464
H 1.1539 -1.4122 -1.5865 -0.2812 0.3004 0.4683
H 3.1702 1.0930 -0.4432 1.4341 0.6792 0.6055
```
Positions in Å, forces in eV/Å.

## Properties
Net charge = +1
Relative energy (zero: lowest compared OMol25 entry of this formula, charge and spin) = 46.4 kJ/mol
HOMO = -15.568 eV
Electronic energy = -835.255763 Eh
Max |F| = 0.07137 hartree/bohr
HOMO-LUMO gap = 10.83 eV

Atomic partial charges in e from the Mulliken method, atoms 1 to 8: number 1, C, carries -0.485; number 2, C, carries 0.115; number 3, C, carries 0.339; number 4, O, carries -0.464; number 5, O, carries -0.467; number 6, O, carries -0.413; number 7, O, carries -0.437; number 8, O, carries -0.352